#one
Here is a gas-phase ion, C6H5N4 (charge +1) from the OMol25 dataset. Energies are from the ωB97M-V functional and the def2-TZVPD basis.

Last columns: bonded neighbours and bond lengths (Å).
Positions of all 15 atoms, in Å:
1 C 1.77 1.04 -0.24  C3 1.393, N7 1.140
2 C 3.27 -0.78 0.12  C3 1.354, N8 1.164
3 C 2.02 -0.32 -0.10  C1 1.393, C2 1.354, C6 1.499
4 C -0.41 -0.88 0.02  C5 1.389, C6 1.359
5 C -1.49 -0.01 -0.05  C4 1.389, N9 1.352, N10 1.346
6 C 0.89 -1.27 0.16  C3 1.499, C4 1.359, H11 1.184
7 N 1.55 2.14 -0.48  C1 1.140
8 N 4.39 -0.98 0.38  C2 1.164
9 N -1.63 0.85 0.98  C5 1.352, H12 0.941, H13 0.963
10 N -2.39 0.01 -1.05  C5 1.346, H14 1.028, H15 0.962
11 H 1.08 -2.42 0.41  C6 1.184
12 H -1.01 1.18 1.61  N9 0.941
13 H -2.41 1.40 0.94  N9 0.963
14 H -2.70 -0.77 -1.64  N10 1.028
15 H -2.93 0.81 -1.07  N10 0.962

Properties
Total charge: +1
2S+1: 1
E_HOMO (spin up / spin down), eV: -13.47 / -14.73



#two
Here is a gas-phase ion, C6H5N4 (charge +1) from the OMol25 dataset. Energies are from the ωB97M-V functional and the def2-TZVPD basis.

Last columns: bonded neighbours and bond lengths (Å).
Positions of all 15 atoms, in Å:
1 C 0.83 0.80 1.96  C4 1.304, N9 1.166
2 C -0.95 -0.85 -2.26  C5 1.448, N7 1.149
3 C 1.20 0.48 -2.14  C5 1.412, N8 1.113
4 C 0.77 0.60 0.67  C1 1.304, C6 1.443, H11 1.042
5 C 0.02 -0.04 -1.55  C2 1.448, C3 1.412, C6 1.378
6 C -0.17 -0.08 -0.19  C4 1.443, C5 1.378, N10 1.458
7 N -1.79 -1.43 -2.78  C2 1.149
8 N 2.22 0.85 -2.39  C3 1.113
9 N 1.07 0.80 3.10  C1 1.166, H12 0.983
10 N -1.33 -0.75 0.39  C6 1.458, H13 0.979, H14 1.031, H15 0.992
11 H 1.61 0.86 0.11  C4 1.042
12 H 1.08 1.49 3.80  N9 0.983
13 H -0.85 -1.47 0.85  N10 0.979
14 H -1.77 -1.06 -0.49  N10 1.031
15 H -1.95 -0.18 0.92  N10 0.992

Properties
Total charge: +1
2S+1: 1
E_HOMO, eV: -13.42



#two is preferred energetically. Next in line: 0.0420 hartree higher.



#one
Here is 2 unconnected molecules or ions with the total composition C4H14NO from the OMol25 dataset. Energies are from the ωB97M-V functional and the def2-TZVPD basis.

Last columns: bonded neighbours and bond lengths (Å).
Positions of all 20 atoms, in Å:
1 C 2.14 -0.20 0.90  C2 1.561, H6 1.095, H7 1.085, H8 1.101
2 C 0.68 0.10 0.43  C1 1.561, C3 1.527, N5 1.489, H9 1.081
3 C 0.57 1.26 -0.56  C2 1.527, C4 1.519, H10 1.147, H11 1.095
4 C -0.87 1.50 -0.97  C3 1.519, H12 1.119, H13 1.121, H14 1.066
5 N 0.08 -1.15 -0.10  C2 1.489, H15 1.068, H16 1.018, H17 1.017
6 H 2.46 0.43 1.74  C1 1.095
7 H 2.77 0.06 0.06  C1 1.085
8 H 2.41 -1.21 1.23  C1 1.101
9 H 0.13 0.26 1.35  C2 1.081
10 H 1.01 2.12 0.07  C3 1.147
11 H 1.19 1.14 -1.46  C3 1.095
12 H -0.98 2.44 -1.57  C4 1.119
13 H -1.27 0.69 -1.63  C4 1.121
14 H -1.63 1.65 -0.25  C4 1.066
15 H -0.90 -0.97 -0.49  N5 1.068
16 H 0.51 -1.34 -1.00  N5 1.018
17 H 0.00 -1.91 0.56  N5 1.017
18 H -3.06 -2.18 0.25  O20 0.977
19 H -2.89 -1.16 1.08  O20 0.993
20 O -2.33 -1.54 0.35  H18 0.977, H19 0.993

Properties
Total charge: +1
2S+1: 1
E_HOMO, eV: -15.91



#two
Here is 2 unconnected molecules or ions with the total composition C4H14NO from the OMol25 dataset. Energies are from the ωB97M-V functional and the def2-TZVPD basis.

Last columns: bonded neighbours and bond lengths (Å).
Positions of all 20 atoms, in Å:
1 C 0.06 1.74 -1.14  C2 1.527, H6 1.081, H7 1.083, H8 1.099
2 C 0.79 0.51 -0.61  C1 1.527, N3 1.528, C5 1.524, H9 1.088
3 N -0.16 -0.24 0.32  C2 1.528, C4 1.477, H10 1.014, H11 1.018
4 C 0.48 -1.21 1.24  N3 1.477, H12 1.078, H13 1.098, H14 1.076
5 C 1.23 -0.46 -1.71  C2 1.524, H15 1.084, H16 1.102, H17 1.081
6 H 0.81 2.38 -1.58  C1 1.081
7 H -0.59 2.15 -0.37  C1 1.083
8 H -0.56 1.49 -2.02  C1 1.099
9 H 1.64 0.82 -0.01  C2 1.088
10 H -0.69 0.40 0.89  N3 1.014
11 H -0.75 -0.78 -0.30  N3 1.018
12 H 0.85 -0.74 2.13  C4 1.078
13 H -0.26 -1.96 1.55  C4 1.098
14 H 1.17 -1.87 0.74  C4 1.076
15 H 1.56 0.13 -2.55  C5 1.084
16 H 0.34 -1.03 -2.02  C5 1.102
17 H 1.91 -1.25 -1.41  C5 1.081
18 H -3.35 -0.03 2.02  O20 0.962
19 H -2.08 -0.11 2.86  O20 0.966
20 O -2.39 0.06 1.96  H18 0.962, H19 0.966

Properties
Total charge: +1
2S+1: 1
E_HOMO, eV: -16.10



#two is preferred energetically. Next in line: 0.0185 hartree higher.